Below is a structure of composition C20H27Br42O2P at a distorted geometry, with properties calculated with the ωB97M-V functional and the def2-TZVPD basis.

Each line ends with the Löwdin charge.
Atoms and positions in Å:
C -3.59409 1.50090 0.11079  -0.146
O -3.92685 1.82299 1.45057  -0.208
C -2.84944 1.63097 2.34119  -0.255
C -2.67695 0.17603 2.76307  -0.288
C -1.21922 -0.08856 3.20595  -0.393
P -0.21755 -0.98405 1.94738  0.904
C 1.24280 0.13448 1.64638  -0.363
C 1.98643 0.34582 2.94136  -0.372
O 2.05360 -0.48168 3.83663  -0.135
H -4.29162 2.02155 -0.53648  0.086
H -3.73442 0.42964 -0.04508  0.027
H -2.57696 1.80220 -0.12260  0.052
H -3.06497 2.24114 3.21566  0.130
H -1.91102 2.01070 1.92229  0.091
H -3.28425 -0.03402 3.64374  -0.019
H -3.00203 -0.51718 1.99055  0.078
H -0.77081 0.87897 3.43676  0.076
H -1.21869 -0.67301 4.11890  0.062
H -0.91734 -1.02949 0.72131  -0.135
H 1.86863 -0.25751 0.84965  0.071
H 0.85886 1.11863 1.37304  0.067
H 2.45275 1.33513 3.09984  0.125
C 1.61736 -5.12259 1.91686  -1.621
Br 1.92234 -3.70574 0.65686  0.519
Br -0.06911 -4.92166 2.82627  0.532
Br 1.76884 -6.85405 1.08724  0.569
H 2.39784 -5.05580 2.66142  -0.044
C -1.83533 -3.29623 -2.24304  -1.626
Br -1.96870 -5.03697 -1.43594  0.581
Br -2.60754 -1.92802 -1.11392  0.606
Br -0.02928 -2.88978 -2.76236  0.563
H -2.41618 -3.32555 -3.15117  -0.130
C -4.30902 -2.72496 5.57191  -1.610
Br -3.76944 -1.79216 7.16536  0.583
Br -4.99833 -1.51779 4.23886  0.678
Br -2.88117 -3.80556 4.85827  0.557
H -5.11061 -3.39331 5.84750  -0.032
C 5.90979 -2.62785 2.60408  -1.596
Br 7.19301 -2.49538 4.03068  0.528
Br 5.75012 -4.44411 1.97397  0.545
Br 4.20486 -1.88037 3.09598  0.721
H 6.29398 -2.04108 1.78111  -0.036
C -4.24876 -1.28363 -5.72961  -1.641
Br -4.39685 -3.03667 -4.94898  0.628
Br -5.01893 0.07069 -4.59992  0.599
Br -2.43895 -0.86159 -6.20888  0.578
H -4.82074 -1.29388 -6.64721  -0.109
C -4.33557 -1.21988 -10.25000  -1.617
Br -4.36531 -2.95043 -9.40382  0.585
Br -5.06465 0.13216 -9.09272  0.577
Br -2.57311 -0.75421 -10.86294  0.585
H -4.97378 -1.27514 -11.11909  -0.029
C 9.85374 -4.18836 7.00745  -1.644
Br 10.95749 -4.57814 8.53381  0.586
Br 8.69040 -5.65235 6.56605  0.583
Br 8.86589 -2.55175 7.24571  0.559
H 10.51335 -4.03974 6.16549  -0.069
C -8.84469 0.17257 -3.83816  -1.666
Br -9.47462 1.99034 -3.78383  0.565
Br -8.22017 -0.41692 -2.11567  0.561
Br -10.17027 -1.01943 -4.56406  0.565
H -7.99635 0.14942 -4.50707  -0.089
C 8.49766 1.48018 7.39759  -1.657
Br 7.14568 2.24413 8.53350  0.574
Br 8.24685 1.97668 5.55558  0.564
Br 10.27058 1.91019 8.01344  0.567
H 8.39018 0.40741 7.45316  -0.087
C -3.82147 5.69999 0.93197  -1.626
Br -3.34578 6.62303 2.55276  0.577
Br -4.53429 6.90241 -0.39048  0.548
Br -2.34736 4.67676 0.23996  0.642
H -4.60150 4.99556 1.18354  -0.028
C 10.40871 -2.56535 1.47571  -1.618
Br 9.81915 -0.74194 1.33128  0.546
Br 10.95413 -2.99777 3.27321  0.576
Br 9.07999 -3.78989 0.80954  0.559
H 11.28322 -2.66871 0.84932  -0.061
C -5.47156 10.87729 -2.19160  -1.641
Br -4.13842 11.02955 -0.81348  0.568
Br -5.43008 9.14211 -3.02630  0.544
Br -7.22866 11.30372 -1.53405  0.574
H -5.22989 11.60269 -2.95361  -0.032
C -8.85651 2.58219 -9.31469  -1.639
Br -9.17447 1.00260 -8.25954  0.552
Br -7.12691 3.33944 -8.94366  0.553
Br -9.09382 2.24397 -11.19389  0.574
H -9.59510 3.31411 -9.02455  -0.030
C 11.18598 -0.54289 -2.77128  -1.629
Br 10.81798 1.33008 -3.00971  0.579
Br 12.48940 -0.83501 -1.38212  0.573
Br 9.57903 -1.55578 -2.46744  0.562
H 11.61891 -0.90449 -3.69156  -0.032

Output
HOMO energy	-0.2922	Ha
energy above the lowest of the compared OMol25 structures with the same formula, charge and spin	7.3	kcal/mol
orbital gap	7.699	eV
calculated total energy	-2976339.548	eV

Below is the molecule C20H27ClN4O2 at a distorted geometry, with properties calculated with the ωB97M-V functional and the def2-TZVPD basis.

Each line ends with the Löwdin charge.
Atoms and positions in Å:
C 0.24193 3.82725 1.07732  -0.081
C -0.50746 4.51237 -0.06327  -0.254
N -0.46265 3.73183 -1.29188  -0.199
C -0.55087 4.55436 -2.48719  -0.250
C -1.81944 5.40150 -2.64811  -0.079
C -1.40260 2.61959 -1.26655  -0.205
C -1.08835 1.53368 -2.30203  -0.149
C 0.40942 1.24019 -2.43001  -0.170
N 1.07623 1.07894 -1.16005  0.086
C 1.42491 -0.11969 -0.66853  -0.505
O 1.18860 -1.17280 -1.22998  0.057
C 2.19379 -0.07519 0.65464  -0.066
C 1.23201 -0.12077 1.84872  -0.107
N 0.21677 -1.12910 1.61756  -0.054
N 0.62305 -2.37202 1.72899  0.177
C -0.16221 -3.35650 1.39304  -0.211
C 0.37026 -4.71186 1.55614  -0.164
C 1.39014 -4.94410 2.47965  -0.020
C 1.91135 -6.20911 2.65806  -0.097
C 1.41461 -7.26192 1.90372  -0.677
Cl 2.05576 -8.85054 2.12556  0.672
C 0.41194 -7.05163 0.97062  -0.100
C -0.10559 -5.78160 0.80056  -0.025
C -1.47631 -3.09608 0.90228  0.025
C -1.90010 -1.81575 0.80941  0.054
C -1.03199 -0.72079 1.17082  -0.419
O -1.31811 0.46728 1.12755  0.027
H 1.28229 3.66437 0.80144  0.071
H 0.21773 4.46082 1.96094  0.074
H -0.22017 2.87674 1.32949  0.046
H -1.54258 4.70938 0.25908  0.121
H -0.02841 5.47482 -0.26206  0.116
H 0.32000 5.21891 -2.48519  0.116
H -0.45989 3.89450 -3.35203  0.101
H -1.92445 6.10698 -1.82748  0.065
H -2.70546 4.77244 -2.68095  0.064
H -1.76479 5.96129 -3.57838  0.071
H -2.44350 2.95297 -1.40857  0.118
H -1.34883 2.16065 -0.28019  0.078
H -1.60753 0.62599 -1.99108  0.110
H -1.46343 1.81132 -3.28879  0.104
H 0.55457 0.31225 -2.98828  0.120
H 0.90356 2.06034 -2.95742  0.113
H 1.14083 1.91537 -0.60127  0.110
H 2.81376 0.81859 0.71426  0.115
H 2.82687 -0.96338 0.68057  0.118
H 0.71058 0.83049 1.97060  0.106
H 1.77335 -0.37272 2.76271  0.128
H 1.76507 -4.11427 3.05714  0.110
H 2.69628 -6.38471 3.37691  0.105
H 0.04397 -7.87575 0.37969  0.105
H -0.86652 -5.62543 0.05188  0.109
H -2.12482 -3.91445 0.63067  0.112
H -2.88356 -1.55506 0.44927  0.121

Output
HOMO energy	-0.3077	Ha
SMILES string	CCN(CC)CCCNC(=O)CCn1nc(-c2ccc(Cl)cc2)ccc1=O
energy above the lowest of the compared OMol25 structures with the same formula, charge and spin	3.0	kcal/mol
orbital gap	8.424	eV
calculated total energy	-43756.591	eV

Below is a structure of composition C20H27ClN6O4S5W, with properties calculated with the ωB97M-V functional and the def2-TZVPD basis.

Each line ends with the Löwdin charge.
Atoms and positions in Å:
W -0.63845 0.35418 0.65475  1.189
C -1.94840 3.54929 5.05995  0.026
C -0.65138 3.11270 4.49571  -0.286
N 0.52476 3.43974 4.91306  0.176
N 1.39917 2.79470 4.08247  0.085
C 0.79415 2.07183 3.15252  -0.662
S 1.45327 1.12170 1.90954  0.780
N -0.51884 2.26463 3.39648  -0.056
N -1.49980 1.62174 2.64034  -0.043
H -1.75316 4.20657 5.90332  0.106
H -2.53252 2.69671 5.41051  0.098
H -2.53564 4.09688 4.32043  0.096
H 2.39331 2.90059 4.22435  0.185
H -2.01691 0.97527 3.23182  0.085
H -2.13789 2.31873 2.25852  0.095
S -4.48515 -2.11289 -0.33878  0.719
C -3.13872 -1.31440 0.00271  -1.689
S -1.49739 -1.77527 -0.28767  0.655
S -3.04372 0.28934 0.72858  0.611
C 0.57144 -4.16425 1.90986  0.017
N -0.80362 -3.82515 2.28148  -0.105
C -1.84958 -4.71990 2.38022  0.009
C -2.95647 -4.01335 2.69949  -0.016
N -2.55926 -2.69980 2.79875  0.098
C -1.25301 -2.59380 2.52857  -0.722
S -0.24220 -1.16570 2.58566  0.632
H 0.59972 -5.21546 1.64233  0.108
H 1.24058 -3.98074 2.74677  0.107
H 0.87389 -3.56325 1.05522  0.090
H -1.71333 -5.77509 2.22017  0.146
H -3.97115 -4.32714 2.86922  0.142
H -3.17018 -1.91634 2.96514  0.153
C -1.13402 4.46703 0.24215  -0.016
C -0.08303 3.41347 -0.02795  -0.446
C 0.53916 3.49704 -1.40330  -0.005
O -0.69826 2.09986 0.11320  -0.435
H -0.67607 5.45420 0.17985  0.106
H -1.55816 4.36670 1.24464  0.071
H -1.94405 4.42374 -0.48552  0.086
H 0.70075 3.46214 0.73080  0.106
H -0.21426 3.37876 -2.18237  0.090
H 1.31875 2.74523 -1.52781  0.090
H 1.00422 4.47601 -1.52425  0.108
C -2.50699 -1.50992 -3.80008  -0.031
C -3.03860 -0.13532 -3.48902  -0.184
C -4.25775 0.24480 -4.04760  -0.045
C -4.81165 1.49008 -3.80899  -0.653
Cl -6.32977 1.89773 -4.51726  0.726
C -4.15962 2.40962 -3.00232  -0.077
C -2.94466 2.05583 -2.44772  -0.012
C -2.39411 0.80670 -2.68794  -0.234
O -1.19618 0.53324 -2.00553  -0.220
C -0.05776 0.18950 -2.76319  -0.077
C 1.09810 -0.11089 -1.83575  -0.470
O 2.21160 -0.29973 -2.17283  0.209
O 0.76212 -0.15268 -0.48464  -0.368
H -3.33090 -2.17975 -4.03985  0.094
H -1.96193 -1.94294 -2.96480  0.034
H -1.84859 -1.49110 -4.67200  0.101
H -4.79057 -0.45559 -4.67825  0.125
H -4.59685 3.38166 -2.82143  0.116
H -2.40818 2.74358 -1.81085  0.088
H 0.24634 1.00385 -3.42458  0.163
H -0.21165 -0.70413 -3.36763  0.133

Output
HOMO energy	-0.4879	Ha
total charge	+2
orbital gap	5.787	eV
calculated total energy	-106820.623	eV

Below is the molecule C20H27FNO3P at a distorted geometry, with properties calculated with the ωB97M-V functional and the def2-TZVPD basis.

Each line ends with the Löwdin charge.
Atoms and positions in Å:
C -4.75016 -3.36574 -0.64272  -0.075
C -4.07928 -2.00975 -0.84723  -0.440
C -4.91492 -1.13793 -1.78044  -0.074
C -3.86525 -1.28168 0.48419  -0.170
C -2.71307 -1.85103 1.30222  -0.211
O -1.45210 -1.74388 0.65273  -0.222
P -0.88201 -0.38370 0.00161  0.688
O -1.49244 0.06136 -1.25428  -0.254
C 0.87054 -0.79168 -0.09209  -0.268
C 1.52652 -1.61312 0.81754  -0.080
C 2.88783 -1.80798 0.73143  -0.017
C 3.65364 -1.17771 -0.26532  -0.227
N 5.00865 -1.34760 -0.33050  -0.193
C 5.76339 -0.75906 -1.41000  -0.066
C 5.65842 -2.32528 0.50886  -0.066
C 2.97309 -0.35346 -1.17954  -0.012
C 1.61322 -0.16624 -1.08677  -0.071
C -0.96473 0.89761 1.38053  -0.343
O -0.35058 0.43353 2.54675  -0.023
C -0.35669 2.11546 0.75580  -0.158
C 1.00436 2.38569 0.80662  -0.035
C 1.53823 3.46110 0.11762  -0.082
C 0.72200 4.27874 -0.64398  -0.080
C -0.63940 4.03343 -0.70472  -0.001
C -1.15557 2.96035 -0.00666  -0.233
F -2.48577 2.74010 -0.04379  0.072
H -4.15375 -4.01124 -0.00245  0.067
H -4.88069 -3.86810 -1.59841  0.076
H -5.73073 -3.23825 -0.18693  0.080
H -3.09875 -2.16091 -1.30919  0.126
H -4.39207 -0.20771 -1.98554  0.074
H -5.09003 -1.64897 -2.72427  0.076
H -5.87805 -0.90759 -1.32828  0.080
H -3.64318 -0.23264 0.27587  0.098
H -4.77536 -1.32812 1.08697  0.127
H -2.84562 -2.92324 1.47721  0.120
H -2.65771 -1.34494 2.27355  0.120
H 0.96019 -2.12625 1.58104  0.114
H 3.35735 -2.45990 1.44933  0.095
H 5.63545 0.32587 -1.41986  0.089
H 5.46020 -1.15664 -2.38499  0.095
H 6.82080 -0.96907 -1.26872  0.082
H 5.55787 -2.05865 1.56450  0.090
H 5.24223 -3.32717 0.35929  0.094
H 6.71882 -2.35933 0.27215  0.081
H 3.50722 0.14120 -1.97317  0.096
H 1.09508 0.46161 -1.79673  0.116
H -2.01425 1.08878 1.62896  0.137
H 0.50590 0.05186 2.31253  0.066
H 1.65357 1.75702 1.39891  0.118
H 2.59881 3.65468 0.17212  0.102
H 1.14111 5.11079 -1.18865  0.103
H -1.30127 4.65669 -1.28464  0.118

Output
HOMO energy	-0.2974	Ha
SMILES string	CC(C)CCO[P@](=O)(c1ccc(N(C)C)cc1)[C@@H](O)c1ccccc1F
energy above the lowest of the compared OMol25 structures with the same formula, charge and spin	2.3	kcal/mol
orbital gap	8.655	eV
calculated total energy	-40818.797	eV